C29H45IrN4O5S2 as an isolated structure in a non-equilibrium geometry, computed with the ωB97M-V functional and the def2-TZVPD basis.

Element x y z (Å)
Ir -0.2789 -0.2669 0.1307
N -0.7184 0.8041 2.3213
C -1.9422 0.3290 2.9502
C -2.9236 -0.2416 1.8534
O -4.1075 0.0040 1.9558
O -2.3483 -0.9247 0.9704
H 0.0351 0.8618 2.9980
H -0.8724 1.7248 1.9093
H -2.4736 1.1022 3.5115
H -1.7194 -0.5112 3.6091
C 0.4387 5.5561 0.3432
S -0.5414 4.0319 -0.0674
C 0.4407 3.5786 -1.5608
O -1.8126 4.5670 -0.5604
H 0.4357 6.2196 -0.5137
H 1.4471 5.2650 0.6203
H -0.0543 6.0506 1.1738
H 1.2125 4.3175 -1.7514
H -0.2496 3.5312 -2.3937
H 0.8755 2.5995 -1.3877
C -5.5206 0.1523 -2.1697
N -4.6013 0.8683 -1.3350
N -3.2455 0.6667 -1.3523
C -2.6505 1.6253 -0.5411
O -1.4176 1.6622 -0.2989
C -3.6946 2.4518 -0.0830
C -4.8710 1.9570 -0.5875
C -6.2411 2.4627 -0.3591
C -2.6167 -0.5183 -1.7591
C -1.3044 -0.4322 -2.2666
C -0.6572 -1.6002 -2.6933
C -1.2629 -2.8330 -2.5514
C -2.5224 -2.9131 -1.9716
C -3.2007 -1.7730 -1.5847
H -4.9789 -0.3727 -2.9534
H -6.2094 0.8604 -2.6299
H -6.0977 -0.5742 -1.5919
H -3.5873 3.3128 0.5392
H -6.2048 3.2866 0.3462
H -6.8746 1.6789 0.0499
H -6.6974 2.8199 -1.2805
H -0.8930 0.5346 -2.5364
H 0.3175 -1.5163 -3.1511
H -0.7612 -3.7321 -2.8772
H -2.9781 -3.8779 -1.8120
H -4.1657 -1.8659 -1.1166
C 4.6011 -1.2628 0.7212
C 4.4057 -0.5209 2.0384
C 2.9648 -0.0989 2.2856
S 2.2570 1.4301 1.4972
O 1.8507 1.0223 0.1105
C 3.7029 2.5906 1.3579
C 4.6519 2.4083 0.1830
C 4.1341 3.0445 -1.0992
H 5.6627 -1.3958 0.5324
H 4.1591 -0.7269 -0.1141
H 4.1368 -2.2435 0.7755
H 5.0728 0.3409 2.0942
H 4.6851 -1.1903 2.8564
H 2.8015 0.0718 3.3492
H 2.2735 -0.8738 1.9421
H 4.2148 2.5022 2.3146
H 3.2319 3.5754 1.3254
H 4.8235 1.3488 0.0049
H 5.6113 2.8601 0.4478
H 3.2249 2.5492 -1.4268
H 4.8785 2.9494 -1.8849
H 3.9350 4.1045 -0.9520
C -0.6543 -3.6947 2.1568
C 0.3389 -4.1953 1.1639
C 0.7037 -5.5188 1.1082
C 1.6494 -5.9782 0.1968
C 2.2319 -5.0860 -0.6947
C 1.9036 -3.7510 -0.6993
C 2.5424 -2.8146 -1.6733
C 0.9382 -3.2460 0.2478
N 0.6156 -2.0010 0.2949
H -1.2132 -4.5228 2.5846
H -1.3321 -2.9842 1.6851
H -0.1413 -3.1711 2.9650
H 0.2308 -6.2240 1.7783
H 1.9218 -7.0210 0.1737
H 2.9550 -5.4471 -1.4110
H 3.6253 -2.9295 -1.6516
H 2.2721 -1.7864 -1.4408
H 2.2245 -3.0468 -2.6889

Output
- ΔE to the lowest compared entry with this formula, charge and spin: 1.230 eV
- 2S+1: 6
- HOMO energy (spin up / spin down): -0.3807 / -0.3935 hartree
- LUMO level (spin up / spin down): -1.874 / -4.267 eV
- Total charge: +1
- Expectation value of S²: 8.819
- Electronic energy: -2627.5759 Ha
- Gap between HOMO and LUMO (spin up / spin down): 0.3118 / 0.2367 Eh

C59H56IrN6O4Te as an isolated structure in a non-equilibrium geometry, computed with the ωB97M-V functional and the def2-TZVPD basis.

Element x y z (Å)
Ir -0.2161 0.3167 1.1288
O 0.5900 3.5872 5.0762
C 0.1556 2.6284 4.5453
N 0.4851 2.4079 3.0479
C 1.9189 2.7302 2.7443
O 2.3760 3.7718 3.0654
C 2.6304 1.7033 1.9065
C 3.8917 2.0486 1.4747
C 4.5795 1.1703 0.6426
C 3.9755 -0.0174 0.2991
C 2.6986 -0.2870 0.7745
N 2.0222 0.5590 1.5519
C -0.6622 1.5661 5.2148
C -0.6961 1.5659 6.5975
C -1.4466 0.5759 7.2187
C -2.1271 -0.3350 6.4309
C -2.0501 -0.2194 5.0443
N -1.3234 0.7157 4.4484
H 4.3172 2.9899 1.7952
H 5.5702 1.4156 0.2829
H 4.4707 -0.7395 -0.3355
H 2.1925 -1.2080 0.5185
H -0.1443 2.3111 7.1541
H -1.4972 0.5231 8.2979
H -2.7190 -1.1244 6.8746
H -2.5913 -0.8956 4.3920
C 0.1842 4.0804 -5.2112
C 0.3167 3.0943 -4.0703
C 0.5688 1.7467 -4.2921
C 0.7041 0.8177 -3.2577
C 1.1247 -0.5461 -3.5617
O 0.6861 -1.5528 -2.9574
C 2.1536 -0.8119 -4.5833
C 3.0255 0.1848 -5.0344
C 3.9222 -0.0786 -6.0558
C 3.9736 -1.3457 -6.6214
C 3.1630 -2.3637 -6.1311
C 2.2665 -2.1012 -5.1122
C 0.5849 1.2420 -1.8814
O 0.7934 0.4214 -0.9468
C 0.2903 2.6286 -1.6575
C 0.1957 3.5010 -2.7536
C 0.0791 3.1638 -0.3316
N -0.1145 2.4426 0.7503
C -0.3534 3.1627 2.0332
C -1.8251 3.1432 2.4010
Te -2.7527 1.3561 1.6419
C -3.4561 2.4878 0.0000
C -3.0065 2.3321 -1.3025
C -3.4875 3.1670 -2.3065
C -4.4068 4.1615 -2.0050
C -4.8585 4.3151 -0.6987
C -4.3907 3.4754 0.3028
C 0.0601 4.6593 -0.1860
C -1.1254 5.3655 -0.3590
C -1.1405 6.7409 -0.1576
C 0.0196 7.4056 0.2175
C 1.2066 6.6997 0.3711
C 1.2286 5.3272 0.1690
H 0.0484 3.5666 -6.1625
H 1.0777 4.7024 -5.2955
H -0.6638 4.7500 -5.0622
H 0.6261 1.3913 -5.3161
H 3.0225 1.1611 -4.5669
H 4.5837 0.7018 -6.4076
H 4.6566 -1.5452 -7.4376
H 3.2271 -3.3598 -6.5493
H 1.6297 -2.8867 -4.7308
H -0.0182 4.5470 -2.5672
H 0.0502 4.1696 2.0300
H 0.2996 1.3755 2.7067
H -2.3292 3.9667 1.9006
H -1.9828 3.2414 3.4737
H -2.2701 1.5852 -1.5447
H -3.1357 3.0373 -3.3233
H -4.7734 4.8179 -2.7842
H -5.5815 5.0845 -0.4584
H -4.7658 3.5906 1.3140
H -2.0289 4.8443 -0.6607
H -2.0621 7.2917 -0.2964
H -0.0007 8.4739 0.3896
H 2.1149 7.2176 0.6507
H 2.1552 4.7741 0.2881
C -0.0302 -5.3010 -3.2822
C -1.2420 -4.3586 -3.2334
C -2.4820 -5.1733 -2.8336
C -1.4884 -3.7848 -4.6309
C -1.0048 -3.2614 -2.1849
C -0.9667 -1.8619 -2.5344
C -1.4092 -1.0492 -1.4512
N -1.1551 -1.3431 -0.1937
C -0.6911 -2.5613 0.1029
C -0.7677 -3.5670 -0.8717
C -0.2095 -2.6876 1.4542
C -0.0520 -3.9004 2.1261
C 0.4306 -3.9594 3.4168
C 0.7918 -2.7411 4.0147
C 0.6239 -1.5762 3.3167
N 0.1225 -1.5240 2.0679
C 0.5736 -5.3030 4.1246
C 0.8801 -5.1359 5.6128
C -0.7302 -6.1045 3.9759
C 1.7271 -6.0718 3.4609
H -0.1946 -6.0851 -4.0243
H 0.1387 -5.7843 -2.3177
H 0.8821 -4.7607 -3.5489
H -2.6751 -5.9576 -3.5703
H -3.3637 -4.5314 -2.7809
H -2.3470 -5.6515 -1.8611
H -1.4659 -4.5923 -5.3644
H -0.7286 -3.0556 -4.9262
H -2.4693 -3.3065 -4.7018
H -1.5103 -1.6186 -3.4383
H -1.9654 -0.1507 -1.6591
H -0.6535 -4.6025 -0.5674
H -0.3439 -4.8077 1.6149
H 1.2000 -2.6948 5.0139
H 0.9142 -0.6318 3.7566
H 0.0790 -4.6022 6.1315
H 1.8214 -4.6090 5.7827
H 0.9745 -6.1203 6.0718
H -1.5986 -5.5031 4.2542
H -0.7000 -6.9762 4.6312
H -0.8754 -6.4661 2.9566
H 2.6772 -5.5511 3.6021
H 1.5601 -6.1921 2.3885
H 1.8137 -7.0650 3.9055

Output
- ΔE to the lowest compared entry with this formula, charge and spin: 0.272 eV
- 2S+1: 2
- HOMO energy (spin up / spin down): -0.4196 / -0.4210 hartree
- LUMO level (spin up / spin down): -5.859 / -5.831 eV
- Total charge: +2
- Expectation value of S²: 0.757
- Electronic energy: -3283.1765 Ha
- Gap between HOMO and LUMO (spin up / spin down): 0.2043 / 0.2067 Eh

C6H9N in the gas phase, computed with the ωB97M-V functional and the def2-TZVPD basis.

Element x y z (Å)
C -0.3342 1.8279 0.0323
C -0.3959 0.5064 -0.6842
C 0.3635 0.2011 -1.7333
C 0.8076 -1.3247 0.8934
C 1.9896 -1.1060 0.9726
C -0.6466 -1.4872 0.7546
N -1.2694 -0.4616 -0.1111
H 0.5715 2.3887 -0.2190
H -0.3504 1.6666 1.1194
H -1.1908 2.4638 -0.2273
H 1.1238 0.8799 -2.1083
H 0.2637 -0.7622 -2.2223
H 3.0296 -0.8628 1.0092
H -0.8621 -2.4903 0.3660
H -1.0839 -1.4371 1.7618
H -2.0159 -0.0025 0.3963

Output
- ΔE to the lowest compared entry with this formula, charge and spin: 3.079 eV
- HOMO energy: -0.3146 hartree
- SMILES: C#CCNC(=C)C
- LUMO level: 0.997 eV
- Electronic energy: -288.6689 Ha
- Gap between HOMO and LUMO: 0.3512 Eh

A 4-piece molecular cluster, C20H54N4O4Si overall in a non-equilibrium geometry, computed with the ωB97M-V functional and the def2-TZVPD basis.

Element x y z (Å)
C 0.5369 -1.7298 1.2112
C 0.3877 -0.5251 0.0774
C -1.1595 -0.0586 -0.1974
Si -1.9791 0.9470 1.2248
C -3.4940 -0.1398 1.8437
N -3.0704 -1.6089 2.0388
C -0.8600 1.2569 2.7604
C 0.3355 2.3862 2.5112
O -0.1752 3.7594 2.3575
C 0.0162 4.2785 0.9945
C 1.5774 4.5653 0.5735
H 0.3280 -2.8059 0.7423
H -0.1511 -1.5859 2.1466
H 1.6597 -1.6643 1.5922
H 0.7718 -1.0158 -0.9405
H 1.1391 0.3761 0.2755
H -1.8003 -0.9958 -0.5115
H -1.1440 0.6619 -1.1490
H -2.6061 2.1884 0.7094
H -4.3622 -0.1898 1.0259
H -3.8995 0.3014 2.8760
H -2.2609 -1.6604 2.6953
H -2.8643 -2.0238 1.1039
H -1.5645 1.7417 3.5934
H -0.4457 0.2611 3.2663
H 1.0789 2.0497 1.6708
H 0.9709 2.3862 3.5218
H -0.5300 5.3397 0.9669
H -0.5768 3.6213 0.1941
H 1.9694 5.6395 0.8219
H 1.6437 4.3882 -0.6034
H 2.3004 3.7473 1.0561
C 2.8884 -5.6949 -3.1320
C 2.6339 -5.1655 -1.7225
C 1.2428 -4.5150 -1.5484
O 1.1272 -3.2060 -2.1135
C 0.8950 -3.1929 -3.5135
N 3.7137 -4.2356 -1.3603
H 3.1238 -4.9011 -3.8460
H 3.7443 -6.3802 -3.1303
H 2.0203 -6.2474 -3.5074
H 2.6803 -6.0254 -1.0432
H 1.0639 -4.3866 -0.4732
H 0.4428 -5.1679 -1.9170
H 0.2729 -4.0312 -3.8389
H 1.8453 -3.1887 -4.0490
H 0.3765 -2.2613 -3.7617
H 3.5982 -3.9666 -0.3821
H 3.5487 -3.3634 -1.8711
C -8.1960 3.7749 0.4572
C -7.5902 2.5586 1.1541
C -6.0450 2.5383 1.1301
O -5.4780 2.1610 -0.1278
C -5.4223 3.2105 -1.0814
N -8.1553 1.3381 0.5597
H -8.1720 3.6935 -0.6328
H -9.2489 3.8886 0.7411
H -7.6728 4.6936 0.7439
H -7.9006 2.6030 2.2051
H -5.7077 1.7759 1.8439
H -5.6234 3.4899 1.4750
H -5.2318 4.1825 -0.6182
H -6.3451 3.2357 -1.6625
H -4.6049 2.9931 -1.7764
H -7.8301 0.5330 1.0968
H -7.7129 1.2120 -0.3553
C 6.2036 0.5004 -1.6220
C 5.2867 -0.6400 -1.1848
C 4.8162 -0.5266 0.2830
O 5.8063 -0.8866 1.2508
C 6.7466 0.1382 1.5328
N 5.9646 -1.9201 -1.4371
H 7.2233 0.3924 -1.2427
H 6.2762 0.5297 -2.7157
H 5.8142 1.4682 -1.2882
H 4.3932 -0.5948 -1.8192
H 3.9929 -1.2377 0.4279
H 4.4059 0.4667 0.4998
H 6.2990 1.1350 1.4919
H 7.5918 0.0678 0.8468
H 7.1326 -0.0257 2.5440
H 5.3101 -2.6795 -1.2436
H 6.6831 -2.0316 -0.7158

Output
- HOMO energy: -0.3093 hartree
- SMILES: CCC[Si@@H](CN)CCOCC.COC[C@@H](C)N.COC[C@@H](C)N.COC[C@@H](C)N
- LUMO level: 0.547 eV
- Electronic energy: -1603.6683 Ha
- Gap between HOMO and LUMO: 0.3294 Eh

C21H29N3O2S in the gas phase, computed with the ωB97M-V functional and the def2-TZVPD basis.

Element x y z (Å)
C -5.0405 -0.8003 2.1056
C -5.5797 0.4111 1.3537
C -6.5100 0.0347 0.1981
C -5.8636 -0.7608 -0.9381
H -5.2308 -1.5519 -0.5381
H -6.6565 -1.2365 -1.5189
C -5.0316 0.0734 -1.9178
N -3.8022 0.5892 -1.3551
C -2.6818 -0.1628 -1.2731
O -2.6270 -1.3002 -1.6927
C -1.5013 0.5310 -0.6031
C -1.3494 -0.0242 0.8172
C -0.1321 0.5804 1.5083
C 1.1407 0.3026 0.7092
C 0.9915 0.8617 -0.7052
C -0.2249 0.2605 -1.3995
H -0.1058 -0.8196 -1.5010
H -0.3235 0.6807 -2.4029
H 1.8842 0.6405 -1.2955
H 0.8873 1.9483 -0.6557
C 2.3398 0.9159 1.4429
N 3.5964 0.6716 0.7517
C 4.1725 1.6723 0.0227
S 3.5697 3.2012 -0.1075
N 5.3322 1.3860 -0.6296
C 5.9638 0.1692 -0.5943
C 7.1502 -0.0634 -1.2882
C 7.7477 -1.3047 -1.2152
C 7.1796 -2.3245 -0.4579
C 6.0060 -2.0997 0.2298
C 5.3874 -0.8522 0.1685
C 4.1386 -0.6066 0.8963
O 3.5870 -1.4317 1.5904
H 5.5397 -2.8693 0.8253
H 7.6589 -3.2895 -0.4109
H 8.6665 -1.4841 -1.7527
H 7.5891 0.7299 -1.8746
H 5.7352 2.1476 -1.1604
H 2.4227 0.4647 2.4349
H 2.2146 1.9954 1.5382
H 1.2907 -0.7801 0.6505
H -0.2663 1.6610 1.6049
H -0.0372 0.1617 2.5120
H -1.2385 -1.1084 0.7560
H -2.2479 0.1912 1.3995
H -1.6783 1.6110 -0.5533
H -3.8153 1.5115 -0.9530
H -5.6177 0.9150 -2.2946
H -4.7475 -0.5695 -2.7561
H -7.3282 -0.5617 0.6096
H -6.9500 0.9468 -0.2152
H -6.1453 1.0349 2.0512
H -4.7437 1.0084 0.9879
H -4.4758 -0.4814 2.9793
H -5.8582 -1.4347 2.4404
H -4.3811 -1.3919 1.4757

Output
- ΔE to the lowest compared entry with this formula, charge and spin: 0.000 eV
- HOMO energy: -0.3116 hartree
- SMILES: CCCCCNC(=O)[C@H]1CC[C@H](Cn2c(=S)[nH]c3ccccc3c2=O)CC1
- LUMO level: 0.133 eV
- Electronic energy: -1530.6493 Ha
- Gap between HOMO and LUMO: 0.3165 Eh

C38H37N3O5P2PtS as an isolated structure in a non-equilibrium geometry, computed with the ωB97M-V functional and the def2-TZVPD basis.

Element x y z (Å)
Pt -0.1163 0.1841 0.8012
O 0.2602 4.3583 0.7890
C 0.1350 3.2726 1.3036
O 0.6518 2.1797 0.7765
C -0.6267 3.1645 2.6281
C -0.0934 2.0493 3.5328
C -0.6920 2.1742 4.9372
C -2.1423 1.6621 4.7106
C -2.1301 1.3937 3.2074
O -0.7995 0.8920 3.0014
C -2.0986 2.6993 2.4300
C -2.4359 2.4170 0.9715
O -3.1214 3.1269 0.3188
O -1.9150 1.2337 0.4160
H -0.5341 4.1599 3.0541
H 0.9774 1.8986 3.4909
H -0.1546 1.5365 5.6355
H -0.6528 3.1989 5.3015
H -2.3153 0.7320 5.2474
H -2.9116 2.3771 4.9958
H -2.8634 0.6916 2.8507
H -2.8320 3.4241 2.7701
N -1.2143 -1.4867 -1.3975
P -2.1840 -0.4314 -0.5513
C -3.4279 -1.4374 0.2312
C -4.1503 -2.2645 -0.6338
C -5.1621 -3.0523 -0.1179
C -5.4583 -3.0132 1.2408
C -4.7430 -2.1874 2.0926
C -3.7189 -1.3993 1.5864
C -2.9068 0.5611 -1.8133
C -4.1470 1.1617 -1.5649
C -4.7278 1.9478 -2.5373
C -4.0675 2.1604 -3.7440
C -2.8324 1.5802 -3.9882
C -2.2373 0.7907 -3.0176
P 0.3083 -1.3843 -0.7116
C 0.8104 -3.0537 -0.3241
C 1.4669 -3.3917 0.8561
C 1.8465 -4.7084 1.0803
C 1.5683 -5.6838 0.1365
C 0.9009 -5.3536 -1.0375
C 0.5163 -4.0458 -1.2674
C 1.3053 -0.7540 -2.0742
C 2.0396 -1.6069 -2.8946
C 2.6643 -1.1009 -4.0267
C 2.5951 0.2535 -4.3164
C 1.8947 1.1140 -3.4781
C 1.2397 0.6129 -2.3649
H -1.3783 -1.7503 -2.3621
H -3.9415 -2.2818 -1.6971
H -5.7298 -3.6922 -0.7800
H -6.2555 -3.6310 1.6325
H -4.9809 -2.1549 3.1474
H -3.1482 -0.7678 2.2413
H -4.6533 1.0025 -0.6208
H -5.6909 2.4051 -2.3568
H -4.5193 2.7933 -4.4965
H -2.3281 1.7512 -4.9298
H -1.2613 0.3605 -3.2009
H 1.6796 -2.6378 1.5968
H 2.3525 -4.9723 1.9994
H 1.8610 -6.7098 0.3167
H 0.6785 -6.1173 -1.7707
H -0.0108 -3.8020 -2.1832
H 2.1253 -2.6592 -2.6580
H 3.2021 -1.7708 -4.6860
H 3.0971 0.6444 -5.1926
H 1.8482 2.1727 -3.6985
H 0.6846 1.2862 -1.7202
C 5.7554 3.0802 1.4516
C 5.1205 1.8985 0.8027
C 5.6332 1.1949 -0.2553
C 4.9232 0.0983 -0.7490
N 3.7396 -0.2817 -0.2268
C 3.2786 0.3889 0.7956
S 1.9058 -0.0774 1.7983
N 3.9400 1.4622 1.2918
C 5.5001 -0.7209 -1.8512
H 6.8128 3.1245 1.2046
H 5.6434 3.0463 2.5355
H 5.2839 3.9969 1.0887
H 6.5864 1.4737 -0.6808
H 3.5291 1.9333 2.0889
H 6.5669 -0.8733 -1.6863
H 5.3890 -0.1891 -2.7982
H 4.9925 -1.6774 -1.9241

Output
- ΔE to the lowest compared entry with this formula, charge and spin: 4.087 eV
- HOMO energy (spin up / spin down): -0.5025 / -0.5025 hartree
- LUMO level (spin up / spin down): -7.200 / -7.200 eV
- Total charge: +2
- Electronic energy: -3210.4397 Ha
- Gap between HOMO and LUMO (spin up / spin down): 0.2379 / 0.2379 Eh